Record 1
100
Properties=species:S:1:pos:R:3:lowdin_charge:R:1 method="wB97M-V/def2-TZVPD" homo_energy_ev=-12.84 energy_ev=-68153.7469 homo_lumo_gap_ev=6.567 e_above_lowest_ev=0.590 total_charge=+2 lumo_energy_ev=-6.3 fmax_ev_per_a=1.249
Ta -0.007 -0.619 -0.258 1.997
C -2.442 -2.055 -2.574 -0.158
C -3.590 -1.917 -1.596 -0.165
N -3.279 -0.969 -0.514 -0.056
C -3.854 -1.406 0.745 -0.150
C -3.071 -2.561 1.298 -0.242
C -3.677 -3.497 2.117 0.017
C -2.929 -4.569 2.576 -0.006
C -1.591 -4.648 2.226 0.011
C -1.056 -3.653 1.428 -0.271
C 0.404 -3.666 1.095 -0.138
N 0.738 -2.977 -0.164 -0.116
C 0.420 -3.853 -1.364 -0.128
C -0.125 -3.003 -2.476 -0.204
N -1.168 -2.225 -1.842 -0.122
N -1.780 -2.644 0.953 0.082
H -2.408 -1.182 -3.215 0.084
H -2.624 -2.929 -3.203 0.134
H -3.779 -2.897 -1.152 0.128
H -4.494 -1.626 -2.133 0.137
H -3.661 -0.063 -0.748 0.112
H -4.907 -1.690 0.657 0.136
H -3.802 -0.587 1.455 0.113
H -4.720 -3.390 2.389 0.132
H -3.386 -5.339 3.185 0.128
H -0.978 -5.473 2.569 0.130
H 0.755 -4.699 1.077 0.144
H 0.922 -3.162 1.913 0.124
H 1.732 -2.822 -0.144 0.047
H -0.333 -4.584 -1.063 0.138
H 1.291 -4.413 -1.703 0.143
H -0.491 -3.615 -3.303 0.142
H 0.646 -2.352 -2.872 0.081
H -1.428 -2.728 -0.999 0.050
O -0.354 -0.913 2.045 -0.395
S -0.903 0.447 2.255 0.653
O -2.221 0.529 2.790 -0.220
N -0.831 1.007 0.727 -0.259
C -1.745 1.979 0.243 -0.260
C -2.360 2.953 0.983 0.010
C -3.235 3.868 0.360 -0.024
C -3.464 3.815 -0.983 0.002
C -2.821 2.826 -1.764 -0.133
C -2.978 2.711 -3.165 0.041
C -2.284 1.752 -3.846 -0.008
C -1.453 0.875 -3.131 -0.143
N -1.329 0.912 -1.824 0.024
C -1.978 1.895 -1.133 -0.212
C 0.176 1.344 3.295 -0.306
C 0.526 0.728 4.495 -0.049
C 1.290 1.437 5.405 -0.039
C 1.673 2.744 5.120 -0.036
C 1.323 3.341 3.914 -0.042
C 0.575 2.637 2.984 -0.069
H -2.192 3.018 2.050 0.118
H -3.721 4.621 0.968 0.126
H -4.127 4.525 -1.463 0.131
H -3.635 3.401 -3.683 0.137
H -2.359 1.656 -4.921 0.126
H -0.856 0.131 -3.648 0.129
H 0.197 -0.286 4.699 0.130
H 1.578 0.975 6.340 0.123
H 2.240 3.308 5.851 0.122
H 1.616 4.361 3.704 0.121
H 0.302 3.094 2.039 0.106
C 3.443 -1.958 1.463 -0.060
C 2.671 -0.738 1.960 -0.476
C 3.658 0.209 2.649 -0.055
C 1.978 0.041 0.830 -0.203
H 3.922 -2.473 2.298 0.098
H 4.225 -1.654 0.762 0.099
H 2.793 -2.659 0.965 0.027
H 1.936 -1.062 2.699 0.098
H 4.430 0.533 1.945 0.094
H 4.148 -0.292 3.488 0.092
H 3.152 1.098 3.037 0.064
H 2.718 0.229 0.058 0.049
H 1.659 1.005 1.229 0.025
C 1.384 4.650 -2.043 -0.080
N 2.040 3.359 -1.941 -0.268
C 2.831 3.214 -0.736 -0.069
C 1.124 2.262 -2.144 -0.191
C 1.838 0.961 -2.500 -0.233
C 2.894 1.089 -3.402 -0.021
C 3.745 0.034 -3.676 -0.041
C 3.528 -1.181 -3.041 -0.058
C 2.434 -1.331 -2.211 -0.169
C 1.534 -0.288 -1.926 -0.235
H 2.108 5.443 -1.870 0.091
H 0.559 4.769 -1.316 0.086
H 0.977 4.776 -3.048 0.089
H 3.522 4.050 -0.647 0.095
H 3.412 2.291 -0.789 0.083
H 2.200 3.178 0.175 0.080
H 0.463 2.552 -2.966 0.122
H 0.516 2.100 -1.240 0.086
H 3.071 2.061 -3.846 0.126
H 4.583 0.159 -4.351 0.118
H 4.216 -2.007 -3.176 0.116
H 2.312 -2.296 -1.750 0.063

---

Record 2
104
Properties=species:S:1:pos:R:3:lowdin_charge:R:1 method="wB97M-V/def2-TZVPD" homo_energy_ev="-15.50 / -15.51" energy_ev=-168253.5706 homo_lumo_gap_ev="4.949 / 6.761" total_charge=+3 lumo_energy_ev="-10.6 / -8.7" s_squared=2.156 spin_multiplicity=3 fmax_ev_per_a=4.693
V 0.382 0.790 -1.663 0.628
N 2.345 1.545 -1.074 -0.078
C 2.800 2.579 -2.046 -0.203
C 1.612 3.266 -2.700 -0.184
N 0.672 2.214 -3.180 -0.047
H 2.321 1.947 -0.118 0.036
H 3.027 0.761 -1.050 0.092
H 3.414 2.051 -2.775 0.117
H 3.490 3.311 -1.545 0.156
H 1.966 3.916 -3.555 0.161
H 1.164 3.915 -1.918 0.137
H 1.070 1.783 -4.028 0.131
H -0.202 2.660 -3.452 0.119
C -5.391 -5.038 -2.739 -0.102
C -5.538 -4.024 -1.594 -0.265
S -4.632 -2.444 -1.822 0.702
O -4.612 -1.829 -0.480 -0.361
O -3.370 -2.729 -2.501 -0.339
C -5.612 -1.397 -2.948 -0.164
C -5.138 0.113 -3.067 -0.070
N -3.674 0.309 -3.055 0.091
C -2.798 0.537 -2.112 -0.347
N -1.524 0.610 -2.510 -0.033
C -1.557 0.416 -3.870 -0.046
C -2.852 0.111 -4.236 -0.084
N -3.285 -0.022 -5.544 -0.279
O -4.489 -0.345 -5.783 0.094
O -2.465 0.268 -6.434 0.117
C -3.223 0.877 -0.753 0.021
H -5.792 -5.991 -2.347 0.100
H -4.340 -5.183 -3.011 0.080
H -5.936 -4.710 -3.599 0.068
H -4.958 -4.473 -0.726 0.129
H -6.567 -3.743 -1.358 0.106
H -6.631 -1.373 -2.566 0.115
H -5.653 -1.882 -3.891 0.087
H -5.559 0.681 -2.203 0.146
H -5.549 0.530 -4.018 0.142
H -0.689 0.518 -4.493 0.115
H -3.827 1.815 -0.751 0.125
H -2.293 1.017 -0.137 0.037
H -3.852 0.096 -0.283 0.077
C 2.551 -3.842 -0.097 0.025
N 3.311 -2.851 -0.865 -0.024
C 2.750 -1.924 -1.736 -0.634
Se 1.010 -1.630 -2.380 0.819
N 3.786 -1.334 -2.371 0.097
C 5.058 -1.794 -1.874 -0.168
C 6.347 -1.588 -2.268 -0.002
C 7.389 -2.223 -1.566 -0.020
C 7.044 -3.114 -0.507 -0.008
C 5.673 -3.337 -0.122 0.037
C 4.713 -2.728 -0.918 -0.174
H 1.568 -3.902 -0.565 0.080
H 2.406 -3.572 0.936 0.099
H 3.046 -4.781 -0.128 0.100
H 3.696 -0.555 -3.031 0.153
H 6.531 -0.984 -3.164 0.131
H 8.439 -2.104 -1.803 0.122
H 7.883 -3.685 -0.070 0.129
H 5.413 -3.978 0.705 0.119
C -1.866 2.117 4.549 -0.061
C -2.011 2.966 3.342 -0.288
C -2.845 4.105 3.543 -0.018
C -3.121 4.953 2.483 -0.033
C -2.549 4.691 1.224 -0.077
C -1.627 3.678 1.098 -0.206
C -1.385 2.746 2.107 -0.268
Sb 0.196 1.163 1.509 1.575
C 2.125 1.995 2.406 -0.317
C 2.176 3.360 2.443 -0.172
C 3.296 4.112 2.790 -0.050
C 4.404 3.374 3.248 -0.048
C 4.398 1.981 3.297 -0.021
C 3.296 1.300 2.734 -0.307
C 3.524 -0.183 2.484 -0.056
C -0.077 -0.510 3.013 -0.291
C 0.502 -0.315 4.272 -0.136
C 0.170 -1.178 5.325 -0.077
C -0.588 -2.266 5.095 -0.052
C -1.063 -2.532 3.793 -0.008
C -0.851 -1.638 2.744 -0.316
C -1.337 -1.925 1.347 -0.069
H -2.549 2.591 5.310 0.095
H -0.819 2.052 4.963 0.097
H -2.224 1.044 4.437 0.106
H -3.290 4.254 4.511 0.116
H -3.816 5.798 2.728 0.139
H -2.760 5.282 0.362 0.101
H -1.049 3.511 0.138 0.078
H 1.297 3.903 2.158 0.079
H 3.282 5.240 2.796 0.140
H 5.350 3.921 3.445 0.130
H 5.207 1.377 3.714 0.132
H 4.396 -0.259 1.821 0.084
H 2.697 -0.601 1.933 0.032
H 3.703 -0.790 3.379 0.101
H 1.236 0.457 4.387 0.085
H 0.604 -0.904 6.321 0.142
H -0.861 -2.842 5.972 0.126
H -1.602 -3.437 3.631 0.114
H -0.759 -1.461 0.518 0.013
H -2.392 -1.628 1.174 0.083
H -1.285 -3.027 1.215 0.099

---

Record 3
101
Properties=species:S:1:pos:R:3:lowdin_charge:R:1 method="wB97M-V/def2-TZVPD" homo_energy_ev=-20.45 energy_ev=-61301.2349 homo_lumo_gap_ev=7.571 e_above_lowest_ev=0.000 total_charge=+6 lumo_energy_ev=-12.9 fmax_ev_per_a=1.199
N 0.334 -0.609 0.109 -0.599
O -0.154 -0.985 1.196 -0.055
O -0.407 -0.167 -0.797 -0.054
O 1.567 -0.770 -0.094 -0.086
C 4.911 -3.390 -3.005 0.042
C 4.741 -3.908 -1.614 -0.381
O 5.339 -4.774 -1.091 0.228
N 3.728 -3.153 -0.718 0.089
H 3.043 -2.624 -1.264 0.149
H 3.187 -3.847 -0.196 0.185
C 4.379 -2.213 0.247 0.014
H 4.842 -4.229 -3.697 0.118
H 5.933 -3.016 -3.079 0.122
H 4.176 -2.640 -3.290 0.078
H 5.282 -2.629 0.682 0.117
H 3.634 -1.983 1.002 0.066
H 4.599 -1.274 -0.255 0.111
C 0.764 -1.763 -11.719 0.076
N 0.824 -1.268 -10.307 -0.060
C 1.763 -1.750 -9.489 0.029
C 1.916 -1.234 -8.215 0.058
C 0.997 -0.296 -7.748 -0.139
C -0.010 0.125 -8.605 0.059
C -0.040 -0.340 -9.904 0.035
C 1.213 0.353 -6.409 -0.123
C 0.790 -0.258 -5.227 0.065
C 0.994 0.387 -4.015 0.012
N 1.528 1.609 -3.995 -0.073
C 1.832 2.272 -5.136 0.034
C 1.718 1.650 -6.356 0.065
C 1.563 2.332 -2.693 0.050
H -0.135 -1.386 -12.191 0.111
H 0.783 -2.849 -11.715 0.120
H 1.643 -1.394 -12.244 0.125
H 2.430 -2.524 -9.843 0.166
H 2.584 -1.745 -7.535 0.140
H -0.729 0.836 -8.219 0.145
H -0.751 0.069 -10.608 0.163
H 0.388 -1.261 -5.265 0.142
H 0.778 -0.096 -3.066 0.128
H 2.202 3.277 -4.990 0.158
H 1.990 2.197 -7.249 0.152
H 2.545 2.192 -2.251 0.116
H 0.760 1.942 -2.075 0.084
H 1.392 3.389 -2.876 0.106
C -2.368 1.061 3.548 0.051
N -2.591 2.166 2.575 -0.073
C -2.524 1.915 1.265 0.027
C -2.791 2.928 0.353 0.061
C -3.205 4.185 0.801 -0.107
C -3.299 4.376 2.180 0.059
C -2.980 3.360 3.041 0.023
C -3.707 5.273 -0.085 -0.123
C -3.442 6.611 0.202 0.049
C -4.010 7.612 -0.547 0.044
N -4.745 7.298 -1.634 -0.065
C -5.029 6.027 -1.939 0.034
C -4.552 4.992 -1.154 0.058
C -5.269 8.406 -2.469 0.056
H -3.223 1.011 4.216 0.116
H -1.448 1.288 4.080 0.103
H -2.284 0.136 2.986 0.097
H -2.220 0.917 0.967 0.131
H -2.535 2.715 -0.677 0.136
H -3.513 5.343 2.618 0.145
H -3.020 3.486 4.115 0.163
H -2.734 6.853 0.984 0.143
H -3.791 8.658 -0.390 0.165
H -5.557 5.871 -2.870 0.162
H -4.874 3.993 -1.419 0.141
H -4.586 8.649 -3.277 0.123
H -5.473 9.262 -1.829 0.118
H -6.254 8.158 -2.863 0.119
C 2.023 -0.407 3.620 0.036
N 1.546 -1.348 4.656 -0.064
C 1.314 -0.882 5.895 0.018
C 0.822 -1.699 6.886 0.066
C 0.561 -3.046 6.604 -0.114
C 0.859 -3.507 5.323 0.059
C 1.374 -2.652 4.378 0.027
C -0.004 -3.946 7.654 -0.130
C -1.170 -3.652 8.349 0.053
C -1.473 -4.364 9.485 0.036
N -0.684 -5.365 9.900 -0.060
C 0.410 -5.723 9.204 0.039
C 0.770 -5.033 8.072 0.062
C -1.063 -6.170 11.105 0.074
H 2.483 -0.938 2.793 0.077
H 2.721 0.297 4.061 0.115
H 1.183 0.121 3.170 0.090
H 1.473 0.173 6.070 0.157
H 0.670 -1.337 7.894 0.149
H 0.580 -4.513 5.037 0.149
H 1.644 -2.977 3.385 0.148
H -1.815 -2.855 8.007 0.142
H -2.326 -4.159 10.118 0.161
H 0.995 -6.529 9.626 0.166
H 1.688 -5.281 7.556 0.145
H -1.552 -7.089 10.798 0.126
H -1.725 -5.568 11.721 0.112
H -0.147 -6.355 11.659 0.118

---

Record 4
118
Properties=species:S:1:pos:R:3:lowdin_charge:R:1 method="wB97M-V/def2-TZVPD" homo_energy_ev=-8.64 energy_ev=-100631.5633 smiles="O=C1CC[C@@H](CCc2ccccc2)O1.O=C1OCCO1.O=C1OCCO1.O=C1OCCO1.O=C1OCCO1.O=C1OCCO1.O=C1OCCO1.O=C1OCCO1.O=C1OCCO1.O=C1OCCO1" homo_lumo_gap_ev=8.658 total_charge=0 lumo_energy_ev=0.0 fmax_ev_per_a=2.329
O 1.087 -0.600 1.775 0.103
C 1.496 -0.314 0.671 -0.426
C 1.997 -1.262 -0.410 -0.049
C 2.199 -0.369 -1.672 -0.092
C 1.520 0.943 -1.260 -0.276
C 0.122 1.271 -1.782 -0.111
C -0.744 0.067 -2.166 -0.122
C -2.153 0.089 -1.602 -0.239
C -2.841 1.223 -1.297 -0.062
C -4.095 1.177 -0.756 -0.081
C -4.661 -0.030 -0.518 -0.103
C -3.993 -1.171 -0.853 -0.071
C -2.750 -1.126 -1.392 -0.045
O 1.540 0.954 0.180 0.031
H 1.174 -1.949 -0.635 0.122
H 2.828 -1.909 -0.152 0.120
H 3.273 -0.283 -1.778 0.107
H 1.686 -0.857 -2.491 0.113
H 2.185 1.767 -1.532 0.136
H -0.377 1.829 -0.987 0.109
H 0.190 1.973 -2.614 0.113
H -0.321 -0.877 -1.825 0.092
H -0.827 -0.037 -3.251 0.128
H -2.347 2.172 -1.468 0.107
H -4.576 2.113 -0.511 0.112
H -5.639 -0.091 -0.067 0.103
H -4.451 -2.136 -0.686 0.104
H -2.224 -2.035 -1.653 0.120
C -2.075 1.019 4.144 -0.104
C -1.644 -0.159 3.307 -0.102
O -2.897 -0.691 2.848 0.060
C -3.804 0.313 2.883 -0.568
O -4.899 0.254 2.413 0.131
O -3.309 1.400 3.519 0.064
H -1.361 1.839 4.123 0.069
H -2.274 0.750 5.183 0.135
H -1.044 0.137 2.445 0.111
H -1.095 -0.902 3.881 0.133
C -5.424 2.038 5.799 -0.132
C -6.574 2.377 6.719 -0.121
O -5.930 2.513 7.984 0.057
C -4.624 2.810 7.757 -0.568
O -3.858 3.149 8.597 0.163
O -4.316 2.673 6.440 0.060
H -5.564 2.420 4.792 0.131
H -5.233 0.965 5.749 0.117
H -7.050 3.326 6.460 0.129
H -7.332 1.599 6.753 0.131
C 6.595 -1.203 -4.514 -0.101
C 5.665 -0.095 -4.083 -0.106
O 4.387 -0.755 -4.074 0.045
C 4.606 -2.079 -3.916 -0.578
O 3.745 -2.875 -3.696 0.141
O 5.918 -2.377 -4.032 0.070
H 7.583 -1.117 -4.079 0.109
H 6.690 -1.272 -5.600 0.138
H 5.883 0.269 -3.077 0.142
H 5.660 0.739 -4.762 0.100
C -9.730 -1.159 -0.515 -0.123
C -9.684 -1.146 -2.026 -0.124
O -8.335 -1.530 -2.297 0.060
C -7.875 -2.223 -1.224 -0.561
O -6.850 -2.820 -1.197 0.165
O -8.745 -2.140 -0.185 0.062
H -10.703 -1.441 -0.122 0.131
H -9.434 -0.202 -0.079 0.133
H -10.357 -1.882 -2.471 0.132
H -9.900 -0.168 -2.448 0.131
C 2.170 3.249 3.895 -0.107
C 1.323 2.362 3.012 -0.099
O 0.074 2.337 3.709 -0.008
C 0.002 3.455 4.478 -0.543
O -0.975 3.814 5.048 0.196
O 1.195 4.102 4.503 0.072
H 2.898 3.831 3.335 0.132
H 2.687 2.691 4.677 0.134
H 1.165 2.784 2.019 0.132
H 1.726 1.360 2.907 0.115
C 9.352 2.278 -6.986 -0.114
C 10.246 1.197 -7.550 -0.117
O 10.563 0.423 -6.390 0.068
C 9.582 0.625 -5.477 -0.559
O 9.457 0.001 -4.471 0.153
O 8.759 1.628 -5.860 0.057
H 8.590 2.608 -7.687 0.134
H 9.913 3.146 -6.636 0.135
H 9.728 0.558 -8.268 0.133
H 11.148 1.589 -8.012 0.133
C -2.934 -3.310 5.788 -0.113
C -4.308 -3.693 6.282 -0.116
O -4.573 -2.687 7.264 0.065
C -3.816 -1.602 6.965 -0.555
O -3.932 -0.541 7.484 0.175
O -2.913 -1.894 5.993 0.047
H -2.778 -3.550 4.739 0.136
H -2.135 -3.762 6.379 0.134
H -5.066 -3.632 5.500 0.135
H -4.336 -4.685 6.727 0.132
C 2.796 -5.348 -1.438 -0.122
C 3.540 -6.150 -0.396 -0.120
O 2.626 -6.154 0.703 0.057
C 1.377 -5.951 0.207 -0.569
O 0.377 -6.064 0.837 0.165
O 1.428 -5.602 -1.103 0.060
H 3.013 -5.667 -2.454 0.134
H 2.986 -4.277 -1.358 0.111
H 3.720 -7.181 -0.710 0.132
H 4.487 -5.698 -0.111 0.132
C 3.115 4.350 -3.665 -0.114
C 3.134 4.388 -5.176 -0.112
O 4.484 4.016 -5.476 0.069
C 4.963 3.310 -4.424 -0.553
O 5.992 2.712 -4.424 0.143
O 4.113 3.368 -3.370 0.061
H 2.149 4.054 -3.261 0.125
H 3.412 5.300 -3.217 0.136
H 2.459 3.656 -5.622 0.135
H 2.906 5.372 -5.579 0.134